Entry 1:
ORCA calculation (the ωB97M-V functional and the def2-TZVPD basis) on C5H7N3 in the gas phase at a distorted geometry.

Last column: Löwdin charge in e.
Cartesian coordinates (Å):
C -0.75813 -1.29011 0.48798  -0.10
C -1.68615 -0.17496 1.19112  -0.08
C 0.62563 1.82496 -0.22688  -0.17
C 1.05365 -0.12720 -1.30107  -0.14
C 0.55990 -0.48441 0.19312  -0.23
H -0.63861 -2.17039 1.20459  0.12
H -1.16124 -1.45897 -0.52394  0.09
H -2.80048 -0.34203 1.34841  0.11
H 0.63994 2.87840 0.03774  0.12
H 2.07313 -0.45480 -1.55437  0.10
H 0.40767 -0.55197 -2.04467  0.09
H 1.44639 -0.90143 0.78064  0.15
N -1.08668 1.02700 1.07359  0.05
N 0.21819 0.85824 0.68603  -0.15
N 1.10679 1.36767 -1.35230  0.05

Cartesian forces, eV/Å:
C -0.094 1.099 0.965
C 2.031 1.879 -2.429
C 1.660 -1.155 -2.578
C 0.192 0.496 1.452
C 1.050 -0.468 0.309
H -0.054 0.927 -1.579
H -0.444 -0.875 0.692
H 1.793 0.674 0.104
H -0.364 -0.192 -0.084
H -0.370 -0.228 0.519
H -0.559 0.042 -0.598
H -1.202 0.612 -0.649
N -2.504 -3.680 1.406
N -0.118 0.538 0.568
N -1.017 0.331 1.903

Computed properties:
HOMO-LUMO gap	9.496	eV
ΔE to the lowest compared entry with this formula, charge and spin	71.1	kcal per mole
E_LUMO	1.00	eV
SMILES string	C1=NC[C@@H]2CC=NN12
HOMO level	-8.500	eV



Entry 2:
ORCA calculation (the ωB97M-V functional and the def2-TZVPD basis) on a molecular structure, C15H16Cl2CuN4SSe.

Last column: Löwdin charge in e.
Cartesian coordinates (Å):
Cu 0.62496 0.36695 0.53687  0.08
C 2.40195 -3.55013 0.65035  -0.02
C 1.75125 -2.24294 0.33416  -0.25
N 1.46529 -1.35232 1.21185  -0.06
N 1.76347 -1.55370 2.51015  -0.01
C 1.56197 -0.47448 3.23896  -0.83
N 1.81903 -0.60081 4.55379  0.08
S 1.03102 1.08033 2.67563  0.66
C 1.40166 -1.87568 -1.05446  -0.20
C 1.61035 -2.72649 -2.12683  0.00
C 1.26816 -2.30086 -3.40212  -0.04
C 0.72637 -1.04013 -3.57246  -0.03
C 0.54541 -0.24216 -2.45200  -0.14
N 0.87896 -0.64836 -1.23241  0.03
H 2.57018 -3.61498 1.71966  0.06
H 3.35882 -3.63913 0.13046  0.09
H 1.76765 -4.38146 0.33458  0.09
H 2.06655 -1.50125 4.92501  0.10
H 1.66042 0.17490 5.16745  0.08
H 2.03821 -3.70616 -1.96509  0.11
H 1.42324 -2.95086 -4.25361  0.11
H 0.44421 -0.67095 -4.54836  0.11
H 0.11845 0.75125 -2.52185  0.04
Cl 2.65289 2.37441 -1.37297  0.52
C 1.95602 3.87310 -2.01695  -1.01
Cl 1.14143 3.61838 -3.56633  0.50
H 2.76596 4.57088 -2.17707  0.02
H 1.23135 4.23416 -1.29961  -0.01
Se -0.69498 2.21940 -0.29144  0.68
C -2.44049 1.77239 0.37234  -0.62
C -2.68165 1.55521 1.72851  -0.14
C -3.96547 1.26185 2.17107  -0.09
C -5.02280 1.19481 1.27373  -0.11
C -4.78756 1.41794 -0.07515  -0.10
C -3.50347 1.69797 -0.52614  -0.15
H -1.86357 1.61632 2.43298  0.06
H -4.13980 1.08898 3.22675  0.10
H -6.02340 0.97550 1.62565  0.10
H -5.60444 1.36450 -0.78523  0.10
H -3.31762 1.86361 -1.57989  0.09

Cartesian forces, eV/Å:
Cu -0.102 0.316 0.238
C -0.029 0.028 -0.053
C -0.012 -0.070 0.074
N 0.073 0.127 -0.211
N 0.006 -0.070 0.138
C -0.005 -0.042 -0.037
N -0.004 0.057 0.042
S -0.125 -0.029 -0.215
C 0.011 0.059 -0.059
C 0.057 -0.097 -0.006
C -0.028 0.042 -0.035
C 0.024 -0.049 0.016
C 0.015 -0.015 -0.024
N -0.107 -0.098 -0.108
H 0.010 -0.022 0.012
H -0.027 -0.007 -0.003
H 0.021 0.004 -0.002
H 0.023 0.006 -0.031
H -0.017 0.005 0.033
H -0.024 0.022 -0.011
H 0.005 -0.007 0.018
H 0.012 0.006 0.022
H -0.007 0.005 0.070
Cl 0.086 0.028 -0.032
C 0.024 -0.111 -0.030
Cl 0.003 -0.018 0.006
H 0.032 0.056 0.021
H -0.084 0.009 0.032
Se 0.119 -0.099 0.149
C -0.008 -0.038 0.018
C -0.080 0.000 -0.080
C 0.062 -0.002 -0.007
C -0.006 0.013 0.018
C 0.045 -0.007 -0.048
C -0.017 -0.017 0.084
H 0.027 -0.001 0.023
H 0.011 0.014 -0.023
H 0.023 -0.007 -0.016
H 0.014 0.016 0.015
H -0.020 -0.007 0.000

Computed properties:
HOMO-LUMO gap (spin up / spin down)	6.782 / 6.522	eV
multiplicity	2
ΔE to the lowest compared entry with this formula, charge and spin	4.1	kcal per mole
E_LUMO (spin up / spin down)	-0.55 / -0.74	eV
HOMO level (spin up / spin down)	-7.328 / -7.267	eV



Entry 3:
ORCA calculation (the ωB97M-V functional and the def2-TZVPD basis) on 2 unconnected molecules or ions with the total composition CH2BrFO2S at a distorted geometry.

Last column: Löwdin charge in e.
Cartesian coordinates (Å):
C -1.79016 -0.55263 0.06611  0.16
O 2.03347 1.98503 -0.67195  -0.46
O 0.36964 0.52412 0.52142  -0.55
F -1.23692 -1.76098 -0.11919  0.03
S 1.77493 1.12016 0.40934  0.54
Br 2.96925 -0.90308 -0.18868  0.11
H -2.31210 -0.29488 0.91409  0.07
H -1.80810 -0.11774 -0.93114  0.10

Cartesian forces, eV/Å:
C 3.352 -1.996 -4.192
O 0.181 1.336 -1.253
O 0.923 1.218 0.442
F -1.122 1.245 1.382
S -2.063 -3.102 0.771
Br -0.080 0.369 0.200
H -0.773 0.212 2.004
H -0.418 0.717 0.646

Computed properties:
HOMO-LUMO gap (spin up / spin down)	8.198 / 4.688	eV
ΔE to the lowest compared entry with this formula, charge and spin	69.6	kcal per mole
E_LUMO (spin up / spin down)	-1.48 / -3.87	eV
HOMO level (spin up / spin down)	-9.676 / -8.554	eV



Entry 4:
ORCA calculation (the ωB97M-V functional and the def2-TZVPD basis) on a molecular structure, C23H31N6NaS4Sb at a distorted geometry.

Last column: Löwdin charge in e.
Cartesian coordinates (Å):
Na -0.87071 -0.88876 -1.20518  -0.07
C -1.52511 0.38284 2.74676  -0.19
C -0.22886 -0.35325 3.10590  -0.12
C -0.07905 -1.71205 2.46208  -0.30
C 0.78226 -2.64866 3.01926  -0.05
C 0.90048 -3.89826 2.41695  -0.06
C 0.14748 -4.15296 1.28112  -0.07
C -0.68111 -3.15500 0.80491  -0.15
N -0.80408 -1.96093 1.37801  0.13
N -1.52276 1.03932 1.45426  -0.16
C -0.67754 2.21409 1.40200  -0.15
C -0.42878 2.66760 -0.02085  -0.29
C 0.14987 3.89721 -0.27864  -0.04
C 0.38606 4.27961 -1.60214  -0.06
C -0.00968 3.39417 -2.61304  -0.05
C -0.59081 2.19550 -2.25769  -0.12
N -0.77394 1.80817 -0.98953  0.13
C -2.87788 1.38975 1.06779  -0.14
C -3.66337 0.30798 0.37364  -0.25
C -5.05038 0.34581 0.45116  -0.03
C -5.79733 -0.59165 -0.25161  -0.06
C -5.10907 -1.51930 -1.02681  -0.05
C -3.72952 -1.46323 -1.05861  -0.11
N -3.01036 -0.57898 -0.36821  0.10
H -2.33701 -0.34665 2.72958  0.12
H -1.74587 1.11493 3.55841  0.12
H 0.63452 0.26455 2.83849  0.09
H -0.19650 -0.47747 4.19373  0.11
H 1.35753 -2.41450 3.90779  0.10
H 1.56648 -4.64440 2.82465  0.10
H 0.21355 -5.09630 0.76608  0.11
H -1.30216 -3.31338 -0.06202  0.10
H -1.11123 3.05296 1.98786  0.13
H 0.28925 1.98656 1.86655  0.11
H 0.41190 4.56604 0.53112  0.11
H 0.84912 5.22877 -1.83294  0.10
H 0.14198 3.64443 -3.65269  0.11
H -0.91370 1.47715 -2.99803  0.04
H -3.45777 1.74270 1.94356  0.13
H -2.81448 2.21358 0.35397  0.13
H -5.53575 1.11219 1.04114  0.11
H -6.87868 -0.58931 -0.20630  0.10
H -5.63902 -2.25979 -1.60658  0.10
H -3.15824 -2.13778 -1.68358  0.09
S 2.13133 -2.65171 -5.74675  -0.44
Sb 1.31412 -1.44332 -3.60679  0.18
S -0.97410 -1.14905 -3.83892  -0.27
S 1.42057 -3.11408 -1.96113  -0.20
S 3.99186 -1.93384 -5.71295  -0.57
N 4.44001 0.64536 0.19800  0.04
C 4.17149 -0.79438 -0.15992  -0.10
C 2.69866 -1.07882 0.08211  -0.27
N 1.85244 0.05217 -0.27989  -0.03
C 2.43878 0.93550 -1.23166  -0.24
C 3.76339 1.58375 -0.74652  -0.09
H 5.44537 0.83075 0.22401  0.17
H 4.04775 0.78692 1.13532  0.17
H 4.79091 -1.44068 0.46091  0.13
H 4.44744 -0.93694 -1.20493  0.14
H 2.51536 -1.34582 1.12364  0.10
H 2.38190 -1.95165 -0.56811  -0.09
H 1.44249 0.52186 0.51303  0.08
H 1.73063 1.71609 -1.49996  0.09
H 2.64173 0.35748 -2.13921  0.01
H 3.58577 2.52774 -0.22749  0.12
H 4.41240 1.75938 -1.60506  0.13

Cartesian forces, eV/Å:
Na 0.634 0.038 0.158
C 0.204 -0.014 0.345
C -0.271 0.125 -0.076
C 0.115 0.081 0.221
C 0.114 -0.264 -0.087
C -0.281 0.334 -0.194
C 0.286 -0.202 0.283
C -0.166 0.124 0.069
N 0.056 -0.079 0.036
N 0.034 0.159 0.063
C -0.088 -0.109 0.211
C -0.095 -0.623 -0.253
C 0.259 0.509 -0.517
C -0.417 -0.884 0.031
C 0.403 0.983 0.364
C -0.194 -0.360 0.203
N 0.111 0.676 0.010
C 0.110 0.124 -0.020
C -0.014 -0.023 0.044
C -0.280 -0.243 -0.097
C 0.501 0.032 -0.062
C -0.460 0.123 0.148
C 0.100 -0.041 0.020
N -0.446 0.071 -0.001
H 0.007 0.001 0.046
H -0.024 -0.149 -0.189
H 0.050 0.007 0.072
H 0.065 0.044 -0.092
H -0.059 0.065 0.023
H 0.041 -0.077 0.012
H 0.018 -0.060 -0.147
H 0.039 -0.203 -0.247
H 0.134 -0.048 -0.082
H -0.104 0.030 0.000
H -0.020 -0.016 0.116
H 0.008 0.037 -0.018
H -0.035 -0.073 -0.067
H 0.045 -0.245 -0.307
H 0.096 0.056 -0.161
H -0.110 0.059 0.077
H -0.006 -0.013 0.085
H 0.002 -0.004 -0.008
H 0.021 -0.061 -0.053
H -0.008 -0.115 -0.171
S -1.798 0.123 0.996
Sb 1.326 -0.546 -1.673
S -1.335 0.320 0.017
S -0.445 -0.608 0.491
S 1.695 0.597 0.017
N 0.362 -0.090 0.337
C -0.296 -0.460 -0.077
C -0.015 -0.387 -0.082
N -0.411 0.040 0.547
C 0.540 0.362 -0.230
C -0.762 0.255 -0.566
H -0.230 0.020 0.119
H 0.224 0.004 -0.231
H 0.113 0.141 -0.024
H -0.005 0.097 -0.084
H 0.033 0.006 0.152
H 0.274 0.201 0.314
H -0.046 0.095 0.093
H 0.181 0.048 -0.066
H -0.063 0.128 -0.068
H 0.130 -0.058 0.107
H 0.155 -0.061 0.123

Computed properties:
total charge	-1
HOMO-LUMO gap	1.917	eV
E_LUMO	0.85	eV
HOMO level	-1.064	eV